Record 1
Below is C13H10F3FeNO4 as an isolated structure, with properties calculated with wB97M-V/def2-TZVPD.

2S+1: 5
<S²>: 6.1026
LUMO energy (spin up / spin down): 0.19 / -2.48 eV
energy: -65855.188 eV
HOMO (spin up / spin down): -6.583 / -8.746 eV

Atoms and positions in Å:
C1 -2.827 0.263 0.570
N1 -1.574 -0.316 -0.008
C2 -0.602 -0.493 0.980
C3 0.809 0.116 0.609
F1 0.858 0.831 -0.564
F2 1.217 0.957 1.594
F3 1.686 -0.915 0.495
O1 -0.738 -0.997 2.077
H1 -2.748 1.366 0.687
H2 -3.715 0.071 -0.038
H3 -2.994 -0.110 1.596
O2 -0.685 -4.487 -6.328
C4 -0.788 -3.856 -5.353
Fe1 -1.200 -2.843 -4.017
C5 -1.205 -1.275 -4.867
O3 -1.327 -0.316 -5.522
C6 -2.881 -2.996 -4.474
O4 -3.932 -3.040 -4.978
C7 -1.745 -1.240 -1.185
C8 -2.424 -2.561 -0.909
C9 -2.275 -3.785 -1.482
C10 -1.488 -4.274 -2.596
C11 -0.084 -3.977 -2.702
C12 0.280 -2.694 -2.249
C13 -0.591 -1.589 -2.188
H4 -2.412 -0.609 -1.805
H5 -3.252 -2.468 -0.186
H6 -2.896 -4.565 -1.059
H7 -1.831 -5.208 -3.061
H8 0.638 -4.719 -3.076
H9 1.345 -2.511 -2.106
H10 -0.183 -0.659 -2.629

Atomic forces in eV per Å
0.2 0.2 0.6
-0.5 0.0 0.4
0.4 -0.6 0.2
0.4 0.0 -0.3
-0.2 -0.9 1.3
-0.2 -0.8 -0.8
-0.3 0.8 0.1
0.2 1.0 -1.3
0.2 -0.6 -0.4
0.4 -0.2 0.0
-0.1 -0.1 -0.5
-0.3 1.6 2.6
1.6 -4.4 -6.5
0.3 1.3 2.3
-0.1 6.2 -3.0
0.2 -2.8 1.7
-6.2 -0.2 -2.6
2.7 0.0 1.5
0.0 -0.7 -2.3
-0.7 0.1 0.9
-0.5 0.8 0.1
1.1 -2.1 1.1
-0.3 0.3 1.9
2.2 -1.8 0.6
-0.8 3.4 1.3
-0.1 -0.3 0.3
0.6 -0.4 0.0
-0.5 0.1 -0.1
0.1 0.2 0.5
-0.3 0.5 0.2
0.1 0.1 -0.5
0.2 -0.4 0.7

Electronic structure analysis, Mulliken charges in units of e:
1 C -1.130
2 N 0.364
3 C 0.143
4 C 0.866
5 F -0.250
6 F -0.262
7 F -0.252
8 O -0.505
9 H 0.323
10 H 0.368
11 H 0.390
12 O -0.340
13 C -0.001
14 Fe 0.311
15 C 0.519
16 O -0.331
17 C 0.208
18 O -0.346
19 C 0.221
20 C -0.117
21 C -0.841
22 C -0.214
23 C -0.860
24 C -0.532
25 C -1.172
26 H 0.337
27 H 0.295
28 H 0.330
29 H 0.678
30 H 0.456
31 H 0.424
32 H 0.921


Record 2
Below is C13H10F5GdNO as an isolated structure, with properties calculated with wB97M-V/def2-TZVPD.

relative energy (zero: lowest compared OMol25 entry of this formula, charge and spin): 0.0 kJ/mol
charge: -1
2S+1: 8
<S²>: 16.0603
LUMO energy (spin up / spin down): 2.84 / 2.84 eV
energy: -51602.590 eV
HOMO (spin up / spin down): -4.219 / -4.342 eV

Atoms and positions in Å:
C1 -0.431 1.174 -3.501
C2 0.977 1.351 -3.290
C3 1.150 2.241 -2.181
C4 -0.148 2.608 -1.701
C5 -1.125 1.949 -2.514
Gd1 0.055 -0.112 -1.210
N1 -1.455 -1.537 -1.525
C6 -0.353 -2.512 -1.951
C7 1.053 -2.004 -2.110
H1 2.101 2.635 -1.820
H2 1.772 0.932 -3.907
H3 -0.355 3.322 -0.903
H4 -2.207 2.065 -2.439
H5 -0.890 0.599 -4.305
H6 1.377 -2.013 -3.149
H7 -0.360 -3.364 -1.234
H8 -2.371 -1.977 -1.476
H9 1.748 -2.506 -1.436
H10 -0.687 -2.963 -2.912
F1 -0.004 0.055 6.360
C8 -0.006 0.032 5.013
C9 -0.122 1.228 4.302
F2 -0.242 2.396 4.967
C10 -0.106 1.206 2.920
F3 -0.232 2.349 2.208
C11 0.055 -0.010 2.219
O1 0.145 -0.029 0.928
C12 0.126 -1.210 2.963
F4 0.221 -2.379 2.291
C13 0.108 -1.189 4.345
F5 0.204 -2.336 5.048

Atomic forces in eV per Å
0.4 0.9 0.3
-0.7 0.7 0.1
-0.7 0.0 -0.5
0.2 -0.2 -0.8
0.9 0.2 -0.4
0.1 1.4 -0.1
0.4 -0.7 -0.4
-2.1 -2.3 -0.2
0.2 -0.1 0.1
-0.3 -0.2 0.0
-0.3 0.1 0.3
0.1 -0.4 -0.2
0.4 -0.1 0.1
0.1 0.1 0.4
0.2 0.2 0.1
0.1 0.4 -0.2
0.4 0.0 -0.1
0.1 0.1 -0.2
0.2 0.2 0.3
0.0 0.0 0.1
0.0 0.0 -0.2
0.0 -0.3 0.0
0.0 -0.3 -0.1
0.0 -0.3 0.0
0.1 -0.4 0.4
0.1 0.0 -0.6
0.2 0.1 1.6
-0.1 0.3 0.0
0.0 0.4 0.4
0.0 0.3 0.0
0.0 0.3 -0.1

Electronic structure analysis, Mulliken charges in units of e:
1 C -0.409
2 C -0.533
3 C -0.545
4 C -0.552
5 C -0.501
6 Gd 0.959
7 N -0.514
8 C -0.180
9 C -0.929
10 H 0.396
11 H 0.411
12 H 0.395
13 H 0.377
14 H 0.393
15 H 0.166
16 H 0.267
17 H 0.089
18 H 0.221
19 H 0.236
20 F -0.332
21 C 0.491
22 C 0.035
23 F -0.316
24 C 0.332
25 F -0.289
26 C 0.017
27 O -0.488
28 C 0.303
29 F -0.294
30 C 0.110
31 F -0.316


Record 3
Below is C13H10N3O7V as an isolated structure, with properties calculated with wB97M-V/def2-TZVPD.

charge: +2
2S+1: 3
<S²>: 2.0239
LUMO energy (spin up / spin down): -9.61 / -9.39 eV
energy: -58107.911 eV
HOMO (spin up / spin down): -16.980 / -16.981 eV

Atoms and positions in Å:
V1 -0.467 0.354 1.140
C1 -3.536 1.523 2.842
C2 -2.228 0.790 2.815
C3 -1.019 1.447 3.133
C4 0.182 0.733 3.298
C5 0.213 -0.656 3.062
C6 -0.963 -1.311 2.659
C7 -2.165 -0.590 2.533
H1 -3.951 1.402 3.845
H2 -4.251 1.110 2.134
H3 -3.415 2.587 2.657
H4 -1.032 2.510 3.334
H5 1.079 1.252 3.609
H6 1.126 -1.216 3.209
H7 -0.950 -2.379 2.491
H8 -3.072 -1.115 2.261
O1 3.025 -1.327 -5.488
N1 1.874 -1.117 -5.193
O2 0.917 -1.163 -5.934
C8 1.609 -0.699 -3.801
C9 2.662 -0.598 -2.916
C10 2.411 -0.216 -1.610
C11 1.139 0.066 -1.207
O3 0.805 0.489 0.064
C12 0.101 -0.079 -2.118
C13 0.311 -0.455 -3.437
N2 -1.292 0.119 -1.708
O4 -2.153 0.156 -2.504
O5 -1.600 0.213 -0.449
N3 3.547 -0.160 -0.677
O6 4.647 -0.247 -1.156
O7 3.270 -0.049 0.499
H9 3.674 -0.814 -3.236
H10 -0.495 -0.561 -4.150

Atomic forces in eV per Å
-1.1 0.2 0.4
0.2 -0.1 -0.2
-0.2 0.0 0.0
0.1 -0.1 0.4
-0.2 -0.2 0.3
-0.1 0.1 0.5
-0.1 0.0 0.3
0.0 0.0 0.3
0.0 0.0 0.1
0.0 0.0 0.0
0.0 0.0 0.0
0.0 0.1 -0.1
0.1 0.1 -0.1
0.1 0.0 -0.1
0.0 0.0 -0.1
0.0 0.0 -0.1
-0.1 -0.1 0.3
0.2 0.2 -0.8
0.0 -0.1 0.3
0.1 -0.2 0.0
0.1 0.0 -0.1
0.8 -0.2 -0.4
-1.0 0.4 1.5
1.9 -0.2 -2.2
-0.9 0.0 -0.1
-0.1 0.1 0.2
0.2 0.0 0.6
-0.1 0.0 -0.3
0.0 -0.1 -0.6
0.5 0.0 0.0
-0.3 0.0 0.1
0.0 0.0 0.2
0.0 0.0 0.0
0.0 0.0 0.0

Electronic structure analysis, Mulliken charges in units of e:
1 V 1.378
2 C -1.605
3 C 1.266
4 C -0.433
5 C -0.638
6 C -0.544
7 C -0.420
8 C -0.339
9 H 0.354
10 H 0.402
11 H 0.423
12 H 0.564
13 H 0.512
14 H 0.500
15 H 0.522
16 H 0.558
17 O -0.557
18 N 1.061
19 O -0.574
20 C -0.541
21 C -0.312
22 C -0.414
23 C 1.255
24 O -0.759
25 C -0.287
26 C -0.417
27 N 0.945
28 O -0.425
29 O -0.714
30 N 1.027
31 O -0.535
32 O -0.582
33 H 0.677
34 H 0.655


Record 4
Below is one molecule with the formula C13H10N4O3, with properties calculated with wB97M-V/def2-TZVPD.

relative energy (zero: lowest compared OMol25 entry of this formula, charge and spin): 12.9 kJ/mol
SMILES: Cc1nccc(NC(=O)c2cccc3oc(=O)[nH]c23)n1
LUMO energy: -0.21 eV
energy: -25747.408 eV
HOMO: -9.130 eV

Atoms and positions in Å:
C1 0.248 4.801 2.321
C2 0.117 4.029 1.050
N1 -0.233 4.723 -0.052
C3 -0.483 4.044 -1.176
C4 -0.309 2.716 -1.206
C5 0.138 2.085 -0.040
N2 0.405 0.724 0.117
C6 -0.210 -0.324 -0.537
O1 -0.976 -0.106 -1.447
C7 0.124 -1.721 -0.113
C8 0.586 -1.980 1.203
C9 0.762 -3.322 1.650
C10 0.533 -4.392 0.776
C11 0.118 -4.139 -0.529
O2 -0.170 -5.012 -1.549
C12 -0.654 -4.275 -2.550
O3 -1.266 -4.662 -3.557
N3 -0.618 -2.959 -2.241
C13 -0.143 -2.836 -0.931
N4 0.332 2.743 1.088
H1 -0.164 4.203 3.124
H2 -0.275 5.755 2.245
H3 1.285 4.997 2.557
H4 -0.840 4.620 -2.017
H5 -0.482 2.170 -2.124
H6 0.973 0.548 0.947
H7 0.738 -1.151 1.874
H8 1.125 -3.572 2.648
H9 0.631 -5.407 1.124
H10 -1.292 -2.299 -2.655

Atomic forces in eV per Å
-0.2 0.2 0.0
-0.3 2.0 -1.1
-0.3 0.3 0.6
0.3 1.6 1.5
0.3 -2.6 -0.9
-0.4 -0.2 -0.2
0.5 -0.8 0.3
0.4 0.2 -0.2
-0.5 -0.3 -0.6
0.1 -0.3 1.2
-0.2 -1.7 -0.6
0.0 0.9 -0.8
-0.2 -0.1 -0.5
0.4 0.9 1.6
0.6 -0.6 0.7
-3.8 -0.2 -4.0
2.0 -0.3 2.1
0.2 1.9 1.2
0.1 0.7 -0.3
0.2 -0.8 0.2
-0.1 0.0 0.3
0.1 -0.2 0.0
0.3 0.0 0.0
0.1 0.0 -0.2
0.0 -0.2 0.3
-0.4 0.0 -0.5
0.1 0.0 0.2
-0.2 0.4 -0.2
0.2 -0.2 0.0
0.9 -0.5 0.2

Electronic structure analysis, Mulliken charges in units of e:
1 C -1.066
2 C 0.465
3 N -0.558
4 C -0.333
5 C -0.306
6 C 0.404
7 N -0.101
8 C 0.973
9 O -0.658
10 C 0.440
11 C -0.715
12 C -0.902
13 C -0.659
14 C 0.504
15 O -0.396
16 C 0.404
17 O -0.630
18 N -0.175
19 C 0.468
20 N -0.576
21 H 0.337
22 H 0.338
23 H 0.238
24 H 0.431
25 H 0.397
26 H 0.271
27 H 0.345
28 H 0.361
29 H 0.436
30 H 0.264


The lowest energy belongs to which entry? C13H10F3FeNO4


Please write out number 2 again, unchanged.
Below is C13H10F5GdNO as an isolated structure, with properties calculated with wB97M-V/def2-TZVPD.

relative energy (zero: lowest compared OMol25 entry of this formula, charge and spin): 0.0 kJ/mol
charge: -1
2S+1: 8
<S²>: 16.0603
LUMO energy (spin up / spin down): 2.84 / 2.84 eV
energy: -51602.590 eV
HOMO (spin up / spin down): -4.219 / -4.342 eV

Atoms and positions in Å:
C1 -0.431 1.174 -3.501
C2 0.977 1.351 -3.290
C3 1.150 2.241 -2.181
C4 -0.148 2.608 -1.701
C5 -1.125 1.949 -2.514
Gd1 0.055 -0.112 -1.210
N1 -1.455 -1.537 -1.525
C6 -0.353 -2.512 -1.951
C7 1.053 -2.004 -2.110
H1 2.101 2.635 -1.820
H2 1.772 0.932 -3.907
H3 -0.355 3.322 -0.903
H4 -2.207 2.065 -2.439
H5 -0.890 0.599 -4.305
H6 1.377 -2.013 -3.149
H7 -0.360 -3.364 -1.234
H8 -2.371 -1.977 -1.476
H9 1.748 -2.506 -1.436
H10 -0.687 -2.963 -2.912
F1 -0.004 0.055 6.360
C8 -0.006 0.032 5.013
C9 -0.122 1.228 4.302
F2 -0.242 2.396 4.967
C10 -0.106 1.206 2.920
F3 -0.232 2.349 2.208
C11 0.055 -0.010 2.219
O1 0.145 -0.029 0.928
C12 0.126 -1.210 2.963
F4 0.221 -2.379 2.291
C13 0.108 -1.189 4.345
F5 0.204 -2.336 5.048

Atomic forces in eV per Å
0.4 0.9 0.3
-0.7 0.7 0.1
-0.7 0.0 -0.5
0.2 -0.2 -0.8
0.9 0.2 -0.4
0.1 1.4 -0.1
0.4 -0.7 -0.4
-2.1 -2.3 -0.2
0.2 -0.1 0.1
-0.3 -0.2 0.0
-0.3 0.1 0.3
0.1 -0.4 -0.2
0.4 -0.1 0.1
0.1 0.1 0.4
0.2 0.2 0.1
0.1 0.4 -0.2
0.4 0.0 -0.1
0.1 0.1 -0.2
0.2 0.2 0.3
0.0 0.0 0.1
0.0 0.0 -0.2
0.0 -0.3 0.0
0.0 -0.3 -0.1
0.0 -0.3 0.0
0.1 -0.4 0.4
0.1 0.0 -0.6
0.2 0.1 1.6
-0.1 0.3 0.0
0.0 0.4 0.4
0.0 0.3 0.0
0.0 0.3 -0.1

Electronic structure analysis, Mulliken charges in units of e:
1 C -0.409
2 C -0.533
3 C -0.545
4 C -0.552
5 C -0.501
6 Gd 0.959
7 N -0.514
8 C -0.180
9 C -0.929
10 H 0.396
11 H 0.411
12 H 0.395
13 H 0.377
14 H 0.393
15 H 0.166
16 H 0.267
17 H 0.089
18 H 0.221
19 H 0.236
20 F -0.332
21 C 0.491
22 C 0.035
23 F -0.316
24 C 0.332
25 F -0.289
26 C 0.017
27 O -0.488
28 C 0.303
29 F -0.294
30 C 0.110
31 F -0.316


Number 1 is which compound? C13H10F3FeNO4